*i*
This record from the Open Molecules 2025 dataset describes a structure of composition C3H16O5. The level of theory is wB97M-V/def2-TZVPD.

XYZ file:
```
24
C3H16O5 (wB97M-V/def2-TZVPD)
O -0.008 -1.423 -2.910
H -0.454 -1.062 -3.676
H -0.690 -1.482 -2.241
O -1.635 -0.959 2.415
H -0.894 -0.711 2.969
H -2.171 -1.523 2.972
O -1.516 -1.991 -1.412
H -1.551 -2.852 -1.829
H -2.434 -1.754 -1.275
O -1.131 -0.428 -0.010
H -1.244 -1.168 -0.606
H -1.566 -0.702 0.797
C 1.561 2.703 0.486
C 0.982 1.373 0.144
C 1.790 0.144 0.494
O -0.284 1.264 0.719
H 1.358 3.553 -0.166
H 2.649 2.642 0.495
H 1.313 2.910 1.527
H 0.666 1.363 -0.899
H 2.705 0.200 -0.096
H 1.270 -0.751 0.153
H 1.982 0.188 1.566
H -0.700 0.467 0.382
```

Kohn-Sham gap, eV: 7.46
HOMO level, Eh: -0.286

---

*ii*
This record from the Open Molecules 2025 dataset describes a cluster of 5 separate species, C3H16O5 in total. The level of theory is wB97M-V/def2-TZVPD.

XYZ file:
```
24
C3H16O5 (wB97M-V/def2-TZVPD)
C -1.484 0.679 2.604
O -2.541 0.296 1.764
H -1.647 1.656 3.083
H -1.331 0.004 3.448
H -0.538 0.776 2.053
H -2.920 1.080 1.368
C 2.935 -1.184 0.099
O 2.092 -0.057 0.347
H 3.943 -1.100 0.508
H 2.477 -2.085 0.521
H 3.001 -1.321 -0.978
H 1.902 -0.015 1.290
C -1.142 -1.293 -0.852
O -0.519 -0.010 -0.898
H -2.021 -1.262 -1.488
H -0.461 -2.035 -1.297
H -1.335 -1.632 0.166
H 0.287 -0.027 -0.359
O -2.930 1.476 -1.883
H -3.396 1.329 -1.057
H -2.100 0.981 -1.785
O 2.847 1.528 -2.169
H 2.260 1.407 -2.924
H 2.622 0.810 -1.562
```

Kohn-Sham gap, eV: 10.70
HOMO level, Eh: -0.382

---

*iii*
This record from the Open Molecules 2025 dataset describes a cluster of 5 separate species, C3H16O5 in total. The level of theory is wB97M-V/def2-TZVPD.

XYZ file:
```
24
C3H16O5 (wB97M-V/def2-TZVPD)
C 3.059 -0.418 -0.359
C 2.075 0.768 -0.333
C 1.308 0.877 -1.635
O 0.323 -0.120 -1.854
H 3.820 -0.327 -1.123
H 3.592 -0.468 0.596
H 2.501 -1.347 -0.464
H 2.571 1.691 -0.050
H 1.396 0.421 0.442
H 1.998 0.811 -2.475
H 0.840 1.860 -1.694
H 0.522 -0.953 -1.396
O -1.368 2.024 0.010
H -1.571 1.416 0.738
H -0.992 1.492 -0.699
O -2.939 0.635 2.641
H -3.571 1.316 2.395
H -2.573 0.870 3.499
O -0.446 -0.747 1.690
H -1.022 -1.332 1.189
H -1.020 -0.117 2.139
O -0.958 -2.620 -0.863
H -1.567 -3.194 -1.355
H -0.741 -3.126 -0.071
```

Kohn-Sham gap, eV: 10.15
HOMO level, Eh: -0.361

---

Most stable structure, least stable structure: *iii*, *i*.

---

*i*
This record from the Open Molecules 2025 dataset describes the ion C2H6O2P with charge -1. The level of theory is wB97M-V/def2-TZVPD.

XYZ file:
```
11
C2H6O2P (wB97M-V/def2-TZVPD)
C 1.277 -0.379 -0.019
C 0.163 0.431 -0.600
P -1.424 0.057 0.316
O -1.853 -1.397 0.495
O -2.504 1.081 0.022
H 1.215 -0.407 1.030
H 1.179 -1.454 -0.217
H 2.266 -0.107 -0.169
H 0.223 0.248 -1.869
H 0.121 1.592 -0.563
H -0.663 0.336 1.575
```

Kohn-Sham gap, eV: 8.68
Charge: -1
HOMO level, Eh: -0.165

---

*ii*
This record from the Open Molecules 2025 dataset describes the ion C2H6O2P with charge -1. The level of theory is wB97M-V/def2-TZVPD.

XYZ file:
```
11
C2H6O2P (wB97M-V/def2-TZVPD)
C 0.691 -1.302 1.005
P 0.468 -0.172 -0.292
C -1.352 0.065 -0.347
O 0.989 -0.314 -1.673
O 0.697 1.738 -0.075
H 1.749 -1.271 1.404
H 0.025 -0.796 1.696
H -1.603 -0.750 -1.061
H -1.896 -0.086 0.608
H -1.366 1.095 -0.846
H 1.598 1.792 -0.419
```

Kohn-Sham gap, eV: 7.86
Charge: -1
HOMO level, Eh: -0.127

---

Most stable structure, least stable structure: *i*, *ii*.

---

*i*
This record from the Open Molecules 2025 dataset describes a structure of composition C5H9P. The level of theory is wB97M-V/def2-TZVPD.

XYZ file:
```
15
C5H9P (wB97M-V/def2-TZVPD)
C -1.338 -0.275 0.117
C -2.767 0.020 -0.162
C -1.813 1.031 0.519
C 2.391 -0.332 -0.714
C 1.844 -0.552 0.699
P -0.160 -1.401 -0.184
H -2.922 0.170 -1.203
H -3.517 -0.504 0.441
H -1.886 1.414 1.471
H -1.446 1.863 -0.231
H 2.615 -1.230 -1.299
H 1.597 0.295 -1.346
H 3.330 0.227 -0.586
H 1.632 0.535 1.127
H 2.440 -1.260 1.350
```

Kohn-Sham gap, eV: 8.78
HOMO level, Eh: -0.304

---

*ii*
This record from the Open Molecules 2025 dataset describes a structure of composition C5H9P. The level of theory is wB97M-V/def2-TZVPD.

XYZ file:
```
15
C5H9P (wB97M-V/def2-TZVPD)
C 3.185 0.663 -0.096
C 2.510 -0.308 -0.176
C -0.380 0.987 0.589
C -1.939 -0.634 -0.139
C -0.482 -0.280 -0.200
P 0.677 -1.646 0.430
H 3.804 1.462 -0.296
H -1.140 1.023 1.416
H 0.556 1.220 1.009
H -0.617 1.816 -0.078
H -2.379 0.356 0.045
H -2.288 -1.326 0.658
H -2.259 -1.051 -1.035
H -0.126 -0.029 -1.308
H 0.876 -2.254 -0.818
```

Kohn-Sham gap, eV: 9.63
HOMO level, Eh: -0.360

---

Most stable structure, least stable structure: *i*, *ii*.

---

*i*
This record from the Open Molecules 2025 dataset describes an isolated molecule of C18H29NO2. The level of theory is wB97M-V/def2-TZVPD.

XYZ file:
```
50
C18H29NO2 (wB97M-V/def2-TZVPD)
C -3.189 2.102 4.339
C -2.935 1.065 3.252
C -1.635 0.258 3.439
C -1.705 -0.657 4.659
C -0.446 1.187 3.443
C 0.160 1.629 4.607
C 1.235 2.503 4.577
C 1.718 2.946 3.363
C 1.134 2.519 2.183
C 0.054 1.647 2.212
O -0.606 1.191 1.099
C -0.088 1.447 -0.183
C 1.141 0.573 -0.497
O 1.681 0.856 -1.766
C 1.077 0.184 -2.854
C 1.619 -1.240 -3.035
N 0.841 -1.968 -4.008
C 1.113 -3.394 -4.039
C 0.399 -3.839 -5.307
C 0.717 -2.703 -6.284
C 0.977 -1.487 -5.379
H -3.330 1.632 5.309
H -4.087 2.670 4.107
H -2.353 2.795 4.409
H -3.774 0.367 3.215
H -2.879 1.571 2.286
H -1.535 -0.378 2.552
H -1.917 -0.104 5.569
H -0.763 -1.186 4.788
H -2.496 -1.391 4.520
H -0.210 1.289 5.562
H 1.690 2.832 5.500
H 2.555 3.628 3.323
H 1.530 2.880 1.247
H -0.906 1.198 -0.866
H 0.163 2.505 -0.321
H 0.860 -0.483 -0.399
H 1.935 0.785 0.224
H 1.313 0.791 -3.731
H -0.012 0.138 -2.743
H 2.691 -1.185 -3.304
H 1.541 -1.773 -2.084
H 0.720 -3.867 -3.138
H 2.194 -3.610 -4.108
H 0.739 -4.809 -5.664
H -0.673 -3.886 -5.120
H -0.101 -2.525 -6.979
H 1.609 -2.940 -6.865
H 0.251 -0.688 -5.549
H 1.983 -1.077 -5.561
```

Kohn-Sham gap, eV: 9.24
HOMO level, Eh: -0.306

---

*ii*
This record from the Open Molecules 2025 dataset describes an isolated molecule of C18H29NO2. The level of theory is wB97M-V/def2-TZVPD.

XYZ file:
```
50
C18H29NO2 (wB97M-V/def2-TZVPD)
C -1.019 -4.575 0.812
C -1.958 -4.247 -0.344
C -1.799 -2.814 -0.850
C -2.238 -1.776 0.182
N -2.445 -0.461 -0.410
C -3.126 0.441 0.506
C -3.653 1.698 -0.184
C -4.664 2.434 0.693
C -5.172 3.705 0.023
C -1.261 0.094 -1.024
C -0.036 0.296 -0.105
O 0.778 -0.834 -0.222
C 1.829 -0.938 0.716
C 3.041 -0.111 0.370
C 4.277 -0.721 0.209
C 5.399 0.023 -0.109
C 5.290 1.392 -0.279
C 4.061 2.007 -0.131
C 2.931 1.270 0.198
C 1.601 1.962 0.364
O 0.586 1.486 -0.499
H 0.010 -4.360 0.533
H -1.093 -5.628 1.075
H -1.267 -3.987 1.693
H -2.992 -4.414 -0.032
H -1.749 -4.930 -1.171
H -2.411 -2.679 -1.744
H -0.755 -2.646 -1.114
H -1.508 -1.741 1.007
H -3.199 -2.089 0.601
H -3.982 -0.110 0.908
H -2.496 0.732 1.365
H -4.125 1.405 -1.123
H -2.830 2.377 -0.413
H -5.509 1.774 0.905
H -4.196 2.689 1.647
H -5.893 4.213 0.659
H -4.348 4.387 -0.176
H -5.655 3.468 -0.922
H -1.505 1.064 -1.454
H -0.944 -0.562 -1.836
H -0.348 0.401 0.959
H 2.095 -1.999 0.733
H 1.460 -0.655 1.718
H 4.359 -1.791 0.336
H 6.354 -0.466 -0.229
H 6.160 1.979 -0.534
H 3.973 3.075 -0.269
H 1.703 3.023 0.123
H 1.266 1.870 1.412
```

Kohn-Sham gap, eV: 9.19
HOMO level, Eh: -0.304

---

Most stable structure, least stable structure: *ii*, *i*.

---

*i*
This record from the Open Molecules 2025 dataset describes a cluster of 2 separate species, C4H12N4O in total. The level of theory is wB97M-V/def2-TZVPD.

XYZ file:
```
21
C4H12N4O (wB97M-V/def2-TZVPD)
C -1.589 1.609 0.057
C -1.479 0.143 -0.235
N -2.613 -0.626 0.131
C -0.401 -0.456 -0.781
N 0.836 0.160 -1.024
N -0.404 -1.869 -0.954
H -2.132 1.774 0.991
H -0.621 2.090 0.180
H -2.138 2.128 -0.735
H -2.628 -1.516 -0.357
H -3.482 -0.132 -0.034
H 1.854 -0.503 -1.111
H 0.785 1.172 -1.034
H 0.356 -2.164 -1.557
H -0.334 -2.379 -0.079
N 2.563 0.657 1.431
C 2.068 -0.422 0.775
O 2.759 -0.992 -0.144
H 3.244 1.219 0.949
H 2.041 1.076 2.181
H 1.315 -0.971 1.353
```

Kohn-Sham gap, eV: 7.08
HOMO level, Eh: -0.235

---

*ii*
This record from the Open Molecules 2025 dataset describes a structure of composition C4H12N4O. The level of theory is wB97M-V/def2-TZVPD.

XYZ file:
```
21
C4H12N4O (wB97M-V/def2-TZVPD)
C 1.634 1.073 -1.310
C 0.568 1.353 -0.273
N -1.101 0.510 -0.875
O 0.199 2.478 0.054
H -1.724 1.245 -0.548
H -0.977 0.253 -1.849
H 1.397 1.649 -2.207
H 1.671 0.015 -1.574
H 2.605 1.391 -0.927
C -1.982 -0.865 1.080
N 0.592 0.250 0.884
C -0.893 -0.727 0.035
N 1.663 -0.632 1.159
N -0.399 -1.764 -0.595
H 0.224 0.684 1.730
H 1.530 -1.386 0.466
H 2.541 -0.147 0.989
H -0.811 -2.633 -0.267
H -2.299 0.104 1.473
H -2.844 -1.380 0.652
H -1.590 -1.470 1.901
```

Kohn-Sham gap, eV: 9.47
HOMO level, Eh: -0.316

---

Most stable structure, least stable structure: *i*, *ii*.

---

*i*
This record from the Open Molecules 2025 dataset describes an isolated molecule of C7H6O. The level of theory is wB97M-V/def2-TZVPD.

XYZ file:
```
14
C7H6O (wB97M-V/def2-TZVPD)
C 0.502 1.537 1.233
C 1.477 0.949 0.668
C 0.813 -0.332 0.117
C 0.726 -0.788 -1.359
C -0.598 -1.160 -1.555
O -1.387 -0.960 -0.361
C -0.701 -0.127 0.443
C -0.882 1.031 0.902
H 0.693 2.241 2.220
H 2.660 0.801 0.602
H 1.156 -1.164 0.809
H 1.778 -0.929 -1.967
H -1.313 -1.380 -2.353
H -1.896 1.457 0.877
```

Kohn-Sham gap, eV: 9.56
HOMO level, Eh: -0.314

---

*ii*
This record from the Open Molecules 2025 dataset describes a structure of composition C7H6O. The level of theory is wB97M-V/def2-TZVPD.

XYZ file:
```
14
C7H6O (wB97M-V/def2-TZVPD)
C -2.128 0.932 -0.298
C -0.781 0.189 -0.335
C -1.626 0.641 1.129
C -1.264 -1.059 0.077
C -2.579 -0.418 0.402
C 0.600 -0.435 -0.216
C 1.350 0.197 0.921
O -0.051 -1.684 0.340
H -2.653 1.768 -0.779
H -3.430 -0.829 0.911
H 0.863 -0.670 -1.205
H 1.581 1.240 0.684
H 2.204 -0.388 1.133
H 0.518 0.223 1.677
```

Kohn-Sham gap, eV: 9.87
HOMO level, Eh: -0.333

---

Most stable structure, least stable structure: *i*, *ii*.

---

*i*
This record from the Open Molecules 2025 dataset describes the ion C3H10N with charge +1. The level of theory is wB97M-V/def2-TZVPD.

XYZ file:
```
14
C3H10N (wB97M-V/def2-TZVPD)
C 0.380 1.921 -0.468
C 0.245 0.412 -0.618
C -0.135 -0.313 0.652
N -0.421 -1.778 0.359
H -0.172 2.335 0.377
H 1.407 2.157 -0.171
H 0.253 2.455 -1.371
H -0.508 0.189 -1.386
H 1.152 0.029 -1.095
H 0.728 -0.320 1.321
H -0.970 0.165 1.156
H -0.463 -1.917 -0.653
H 0.335 -2.347 0.733
H -1.306 -2.072 0.772
```

Kohn-Sham gap, eV: 11.94
Charge: +1
HOMO level, Eh: -0.581

---

*ii*
This record from the Open Molecules 2025 dataset describes a cluster of 2 separate species, C3H10N in total. The level of theory is wB97M-V/def2-TZVPD.

XYZ file:
```
14
C3H10N (wB97M-V/def2-TZVPD)
C -0.437 -2.229 -2.228
H -1.243 -2.775 -2.679
H -0.797 -1.664 -1.368
H -0.016 -1.545 -2.961
H 0.368 -2.865 -1.875
C -0.613 0.497 1.080
C 1.007 2.323 1.354
N 0.665 1.099 1.458
H -1.015 -0.090 1.891
H -0.406 -0.132 0.201
H -1.225 1.278 0.628
H 0.370 3.039 0.860
H 1.963 2.566 1.777
H 1.379 0.498 1.860
```

Kohn-Sham gap, eV: 10.59
Charge: +1
HOMO level, Eh: -0.590

---

Most stable structure, least stable structure: *i*, *ii*.

---

*i*
This record from the Open Molecules 2025 dataset describes a cluster of 2 separate species, CH4N4O in total. The level of theory is wB97M-V/def2-TZVPD.

XYZ file:
```
10
CH4N4O (wB97M-V/def2-TZVPD)
C 1.285 -0.138 1.363
N -2.418 0.652 -1.194
N -1.441 0.039 -1.442
N 1.236 0.579 0.348
N -0.556 -0.652 -1.474
O 0.874 -1.460 1.280
H 1.495 -0.016 2.320
H -2.802 1.307 -1.952
H 1.526 1.485 0.461
H 0.800 -1.796 0.290
```

Kohn-Sham gap, eV: 10.83
HOMO level, Eh: -0.358

---

*ii*
This record from the Open Molecules 2025 dataset describes a cluster of 2 separate species, CH4N4O in total. The level of theory is wB97M-V/def2-TZVPD.

XYZ file:
```
10
CH4N4O (wB97M-V/def2-TZVPD)
C -1.577 -0.258 0.281
N 3.340 -0.212 0.047
N 2.284 -0.760 0.072
N -0.481 0.274 -0.017
N 1.239 -1.206 -0.045
O -1.674 -1.563 -0.068
H -2.514 0.035 0.816
H 3.173 0.801 -0.153
H -0.447 1.227 0.109
H -0.844 -1.789 -0.400
```

Kohn-Sham gap, eV: 10.73
HOMO level, Eh: -0.359

---

Most stable structure, least stable structure: *i*, *ii*.